Entry 1:
{"formula": "C16H22B5Ca2F20O15", "method": "ωB97M-V/def2-TZVPD", "species": ["Ca", "Ca", "B", "F", "F", "F", "F", "B", "F", "F", "F", "F", "B", "F", "F", "F", "F", "B", "F", "F", "F", "F", "B", "F", "F", "F", "F", "C", "C", "O", "C", "O", "O", "H", "H", "H", "H", "C", "C", "O", "C", "O", "O", "H", "H", "H", "H", "C", "C", "O", "C", "O", "O", "H", "H", "H", "H", "C", "C", "O", "C", "O", "O", "H", "H", "H", "H", "C", "C", "C", "O", "C", "O", "O", "H", "H", "H", "H", "H", "H"], "coordinates": [[-20.076, -10.327, -9.939], [-16.288, -12.254, -5.637], [-18.352, -12.785, -10.649], [-19.216, -12.644, -9.612], [-18.738, -13.892, -11.349], [-18.380, -11.570, -11.313], [-17.109, -13.019, -10.152], [-19.247, -7.708, -10.349], [-18.469, -6.671, -10.208], [-18.541, -8.802, -10.694], [-20.106, -7.959, -9.281], [-20.012, -7.450, -11.431], [-15.640, -14.923, -6.968], [-15.587, -14.794, -8.323], [-15.459, -16.265, -6.693], [-14.798, -14.047, -6.324], [-16.839, -14.459, -6.464], [-14.420, -10.712, -6.598], [-13.473, -9.916, -7.085], [-15.597, -10.089, -6.134], [-14.733, -11.488, -7.640], [-14.043, -11.436, -5.503], [-18.640, -11.210, -7.122], [-18.907, -10.181, -8.043], [-19.607, -12.127, -7.112], [-17.495, -11.756, -7.559], [-18.284, -10.663, -5.909], [-21.889, -15.904, -6.838], [-21.166, -15.086, -5.874], [-21.996, -15.237, -4.714], [-23.158, -15.777, -5.053], [-24.183, -15.802, -4.334], [-23.123, -16.140, -6.343], [-21.333, -16.838, -6.914], [-21.932, -15.328, -7.763], [-20.984, -14.048, -6.151], [-20.202, -15.555, -5.675], [-19.349, -9.478, -3.094], [-20.400, -9.426, -4.191], [-21.579, -9.450, -3.423], [-21.354, -9.243, -2.150], [-22.190, -9.102, -1.264], [-20.058, -9.264, -1.925], [-18.609, -8.703, -3.293], [-18.709, -10.360, -3.086], [-20.588, -10.294, -4.824], [-20.296, -8.606, -4.902], [-20.788, -13.113, -2.210], [-19.589, -13.339, -1.347], [-18.582, -13.528, -2.247], [-18.913, -13.111, -3.351], [-18.094, -12.946, -4.273], [-20.166, -12.790, -3.401], [-21.326, -12.236, -1.851], [-21.482, -13.953, -2.204], [-19.550, -14.188, -0.664], [-19.337, -12.442, -0.781], [-14.343, -10.156, -0.905], [-15.478, -9.136, -0.721], [-16.079, -9.090, -2.051], [-15.858, -10.260, -2.652], [-16.412, -10.662, -3.665], [-14.888, -10.937, -2.021], [-14.200, -10.767, -0.013], [-13.412, -9.661, -1.181], [-15.140, -8.137, -0.445], [-16.039, -9.252, 0.207], [-24.845, -12.771, -5.727], [-24.548, -11.493, -6.490], [-24.149, -10.291, -5.592], [-22.951, -9.808, -6.253], [-22.635, -10.561, -7.299], [-21.718, -10.298, -8.137], [-23.430, -11.666, -7.355], [-25.877, -12.590, -5.424], [-24.179, -13.060, -4.914], [-24.985, -13.589, -6.433], [-25.502, -11.271, -6.968], [-23.756, -10.603, -4.624], [-24.956, -9.565, -5.498]], "mulliken_charge": [1.74, 1.88, 0.34, -0.20, -0.34, -0.44, -0.30, 0.30, -0.27, -0.26, -0.33, -0.38, 0.29, -0.35, -0.36, -0.41, -0.23, 0.42, -0.30, -0.34, -0.18, -0.31, 0.51, 0.15, -0.51, -0.34, 0.24, -0.39, 0.40, -0.20, 0.59, -0.63, -0.32, 0.28, 0.32, -0.25, 0.26, 0.62, 0.40, -0.29, 0.51, -0.65, -0.46, 0.39, -0.68, -0.43, 0.48, -0.14, -0.55, -0.33, 0.07, -0.99, 0.06, 0.20, 0.28, 0.33, 0.25, -0.32, -0.44, -0.31, 0.23, -0.10, -0.35, 0.30, 0.27, 0.33, 0.27, -1.41, 0.54, -0.35, -0.24, 0.37, -0.49, -0.29, 0.46, 0.26, 0.36, 0.18, 0.20, 0.32], "total_charge": -1, "homo_ev": -8.45, "total_energy_ev": -142311.0047, "gap_ha": 0.252}

---

Entry 2:
{"formula": "C6H6N2O3S", "method": "ωB97M-V/def2-TZVPD", "species": ["C", "C", "C", "C", "C", "C", "N", "N", "O", "O", "O", "S", "H", "H", "H", "H", "H", "H"], "coordinates": [[-1.272, -2.142, 1.394], [-0.295, -1.435, 2.093], [-1.693, -1.735, 0.034], [0.355, -0.475, 1.322], [-0.908, -0.910, -0.689], [0.188, -0.309, -0.064], [1.486, 0.367, -2.404], [-0.218, 4.136, -0.685], [0.428, 4.745, 0.135], [0.058, 2.976, -1.133], [2.506, 1.082, -0.203], [1.328, 0.860, -1.010], [-1.663, -3.086, 1.761], [0.046, -1.671, 3.048], [-2.586, -2.108, -0.424], [1.211, -0.122, 1.694], [-1.131, -0.765, -1.692], [2.159, 0.593, -3.178]], "mulliken_charge": [-0.28, -0.58, -0.53, -0.37, -0.35, 0.19, -0.52, 0.48, -0.36, -0.35, -0.57, 0.84, 0.36, 0.46, 0.38, 0.49, 0.44, 0.28], "homo_ev": [-9.83, -8.23], "total_energy_ev": -26269.7400, "de_lowest_kj_mol": 730.4, "gap_ha": [0.310, 0.218]}

---

Entry 3:
{"formula": "C3H4O3", "method": "ωB97M-V/def2-TZVPD", "species": ["O", "C", "C", "O", "C", "O", "H", "H", "H", "H"], "coordinates": [[1.230, -0.608, -1.091], [0.623, -0.092, 1.043], [-0.672, 0.264, 0.568], [-0.788, 0.947, 1.625], [-1.223, -0.008, -0.679], [-0.588, -0.935, -1.302], [1.301, 0.247, -1.554], [0.766, -0.993, 1.635], [1.411, 0.640, 1.024], [-1.941, 0.674, -1.141]], "mulliken_charge": [-0.56, -0.11, 0.74, -0.49, -0.30, -0.38, 0.31, 0.24, 0.20, 0.35], "homo_ev": [-9.43, -8.45], "total_energy_ev": -9311.2196, "de_lowest_kj_mol": 721.8, "gap_ha": [0.314, 0.289]}

---

Entry 4:
{"formula": "C33H26N8O2STi", "method": "ωB97M-V/def2-TZVPD", "species": ["Ti", "O", "C", "C", "C", "C", "C", "C", "C", "N", "N", "C", "O", "C", "C", "C", "C", "C", "C", "H", "H", "H", "H", "H", "H", "H", "H", "H", "H", "N", "C", "S", "N", "N", "C", "C", "C", "C", "C", "C", "N", "H", "H", "H", "H", "H", "H", "H", "C", "C", "C", "C", "C", "C", "N", "N", "C", "C", "C", "C", "C", "C", "H", "H", "H", "H", "H", "H", "H", "H", "H"], "coordinates": [[0.228, -0.388, -0.175], [1.794, -1.052, -1.212], [2.187, -1.193, -2.429], [3.569, -1.327, -2.716], [4.021, -1.464, -4.007], [3.135, -1.488, -5.090], [1.785, -1.381, -4.839], [1.292, -1.238, -3.534], [-0.121, -1.222, -3.310], [-0.660, -1.110, -2.148], [-2.038, -1.238, -2.143], [-2.441, -1.253, -0.898], [-1.656, -1.222, 0.115], [-3.897, -1.325, -0.635], [-4.359, -1.303, 0.680], [-5.719, -1.337, 0.937], [-6.631, -1.388, -0.109], [-6.174, -1.402, -1.421], [-4.816, -1.367, -1.684], [4.248, -1.299, -1.873], [5.087, -1.552, -4.189], [3.506, -1.595, -6.102], [1.072, -1.414, -5.657], [-0.778, -1.366, -4.171], [-3.626, -1.240, 1.473], [-6.071, -1.314, 1.962], [-7.696, -1.408, 0.096], [-6.884, -1.430, -2.240], [-4.441, -1.360, -2.698], [2.187, 3.736, 1.126], [1.563, 2.475, 1.120], [2.335, 1.228, 0.234], [0.453, 2.413, 1.758], [-0.222, 1.115, 1.706], [-1.602, 1.427, 1.381], [-1.859, 1.720, 0.083], [-3.103, 2.244, -0.431], [-3.173, 2.679, -1.714], [-2.043, 2.586, -2.573], [-0.942, 1.926, -2.079], [-0.847, 1.454, -0.838], [3.187, 3.650, 1.034], [1.908, 4.273, 1.936], [-2.310, 1.571, 2.184], [-3.961, 2.297, 0.230], [-4.106, 3.087, -2.089], [-2.065, 2.942, -3.593], [-0.087, 1.723, -2.719], [1.875, -5.579, -0.009], [0.872, -4.843, -0.627], [0.510, -3.593, -0.155], [1.160, -3.025, 0.953], [2.162, -3.786, 1.583], [2.510, -5.035, 1.101], [0.793, -1.759, 1.406], [1.114, -1.604, 2.688], [0.625, -0.574, 3.421], [0.840, -0.781, 4.819], [0.360, 0.052, 5.794], [-0.376, 1.185, 5.427], [-0.557, 1.437, 4.083], [-0.078, 0.605, 3.066], [2.155, -6.557, -0.382], [0.348, -5.248, -1.486], [-0.302, -3.061, -0.628], [2.661, -3.362, 2.440], [3.298, -5.591, 1.599], [1.393, -1.675, 5.074], [0.548, -0.175, 6.838], [-0.770, 1.867, 6.171], [-1.056, 2.346, 3.773]], "mulliken_charge": [0.21, -0.38, 0.26, -0.88, -0.47, -0.69, -0.82, 0.85, -0.60, 1.44, -1.13, 0.37, -0.78, 0.26, -0.11, -0.98, -0.29, -0.69, -0.29, 0.46, 0.37, 0.35, 0.35, 0.19, 0.50, 0.38, 0.36, 0.36, 0.44, -0.60, 0.47, -0.53, -1.08, 2.58, -1.23, 0.27, -1.39, -0.07, -1.17, -0.19, 0.66, 0.26, 0.25, 0.36, 0.42, 0.36, 0.35, 0.46, -0.52, -0.80, 0.08, 0.24, -0.89, -0.53, 1.87, -1.36, -0.58, -0.52, -0.40, -1.03, -0.19, -0.01, 0.35, 0.37, 0.50, 0.39, 0.34, 0.38, 0.33, 0.34, 0.42], "total_charge": -2, "homo_ev": [0.28, 0.28], "total_energy_ev": -84610.8135, "de_lowest_kj_mol": 0.0, "gap_ha": [0.159, 0.159]}

---

Entry 5:
{"formula": "C17H9IN2O4", "method": "ωB97M-V/def2-TZVPD", "species": ["O", "O", "O", "I", "N", "O", "C", "C", "C", "C", "C", "C", "C", "C", "C", "C", "C", "C", "C", "C", "C", "C", "N", "C", "H", "H", "H", "H", "H", "H", "H", "H", "H"], "coordinates": [[0.908, -2.562, 2.733], [1.825, 0.217, -3.105], [-1.881, -0.471, -0.706], [1.376, -0.199, 8.041], [0.842, 1.233, 1.836], [1.055, -0.956, 1.085], [1.005, -1.383, 2.354], [0.707, -0.169, -2.880], [-1.033, -0.498, -1.595], [0.887, 0.355, 0.866], [-1.669, -0.471, -5.781], [-2.807, -0.734, -5.019], [1.019, 1.675, 5.479], [0.984, 1.976, 4.082], [1.038, -0.678, 4.978], [-0.427, -0.391, -5.223], [-2.681, -0.837, -3.551], [1.013, 0.356, 5.924], [0.987, 0.923, 3.118], [1.024, -0.404, 3.540], [-0.422, -0.545, -3.761], [-1.483, -0.694, -2.925], [0.342, -0.300, -1.526], [0.816, 0.759, -0.508], [-1.646, -0.328, -6.901], [-3.764, -0.737, -5.619], [0.949, 2.403, 6.216], [0.848, 3.058, 3.815], [1.184, -1.742, 5.262], [0.521, -0.310, -5.798], [-3.426, -1.250, -2.920], [1.708, 1.030, -0.889], [0.202, 1.678, -0.619]], "mulliken_charge": [-0.62, -0.63, -0.62, 0.04, -0.58, -0.23, 0.28, 0.37, -0.21, 0.55, -0.14, -0.64, -0.24, -0.58, -0.12, -0.74, -0.34, -0.42, 0.41, 0.29, 0.49, 0.74, 0.25, -0.91, 0.30, 0.31, 0.47, 0.35, 0.40, 0.39, 0.42, 0.62, 0.35], "homo_ev": -8.88, "total_energy_ev": -37043.9307, "gap_ha": 0.300}

---

Entry 6:
{"formula": "C8H20N7", "method": "ωB97M-V/def2-TZVPD", "species": ["C", "C", "C", "C", "C", "C", "C", "C", "N", "N", "N", "N", "N", "N", "N", "H", "H", "H", "H", "H", "H", "H", "H", "H", "H", "H", "H", "H", "H", "H", "H", "H", "H", "H", "H"], "coordinates": [[0.659, -0.452, 2.885], [-3.010, 3.557, 0.225], [3.843, 0.281, -2.205], [0.164, -2.665, -0.899], [1.858, -0.688, 1.890], [-2.579, 2.162, -0.190], [2.516, 0.275, -1.492], [-2.786, -1.444, -0.885], [-0.378, -1.412, -0.344], [1.641, 0.074, 0.683], [-1.378, 1.896, -0.366], [2.554, -0.059, -0.242], [-1.651, -1.414, -0.522], [-0.305, 1.678, -0.695], [-4.072, -1.635, -0.592], [-0.302, -0.459, 2.364], [0.522, -1.069, 3.756], [0.726, 0.649, 3.221], [-3.113, 4.201, -0.617], [-3.968, 3.673, 0.722], [-2.345, 3.975, 1.105], [3.754, -0.221, -3.187], [4.637, -0.175, -1.405], [3.998, 1.340, -2.554], [1.173, -2.481, -0.756], [-0.058, -2.965, -1.880], [-0.072, -3.482, -0.173], [1.882, -1.682, 1.504], [2.764, -0.446, 2.453], [-3.342, 1.405, 0.055], [0.603, -0.106, 0.523], [1.625, 0.601, -1.891], [-4.412, -1.779, 0.369], [-4.524, -0.913, -1.128], [3.378, -0.222, 0.270]], "mulliken_charge": [-1.02, -1.07, -0.95, -1.25, -0.53, 0.10, 0.02, 0.23, -0.18, -0.36, 0.61, 0.11, -0.10, -0.77, -0.42, 0.25, 0.39, 0.29, 0.29, 0.34, 0.28, 0.32, 0.22, 0.30, 0.40, 0.39, 0.34, 0.40, 0.43, 0.21, 0.24, 0.63, 0.26, 0.30, 0.29], "total_charge": 1, "homo_ev": -11.15, "total_energy_ev": -19036.9292, "de_lowest_kj_mol": 577.7, "gap_ha": 0.299}

---

Entry 7:
{"formula": "C5H6INO", "method": "ωB97M-V/def2-TZVPD", "species": ["C", "C", "C", "C", "C", "N", "O", "I", "H", "H", "H", "H", "H", "H"], "coordinates": [[0.982, 0.500, 0.985], [0.518, -0.740, 0.783], [0.468, 1.619, 0.231], [-0.477, -1.050, -0.261], [-1.385, 0.486, -0.590], [-0.594, 1.624, -0.474], [-1.996, 0.337, -1.780], [-2.918, 0.639, 1.063], [1.745, 0.705, 1.721], [0.907, -1.581, 1.345], [0.996, 2.565, 0.297], [-0.008, -1.290, -1.212], [-1.198, -1.814, 0.014], [-2.260, 1.204, -2.124]], "mulliken_charge": [-0.30, -0.16, -0.07, -0.79, 0.23, -0.57, -0.47, -0.05, 0.35, 0.37, 0.37, 0.33, 0.40, 0.36], "homo_ev": -9.11, "total_energy_ev": -16918.9892, "de_lowest_kj_mol": 114.0, "gap_ha": 0.323}

---

Entry 8:
{"formula": "C11H36F6N2O11S2", "method": "ωB97M-V/def2-TZVPD", "species": ["N", "H", "H", "H", "H", "C", "F", "F", "F", "S", "O", "O", "N", "S", "O", "O", "C", "F", "F", "F", "O", "H", "H", "O", "H", "H", "O", "H", "H", "O", "H", "H", "C", "C", "C", "O", "H", "H", "H", "H", "H", "H", "H", "H", "C", "C", "C", "O", "H", "H", "H", "H", "H", "H", "H", "H", "C", "C", "C", "O", "H", "H", "H", "H", "H", "H", "H", "H"], "coordinates": [[0.370, -0.422, -0.561], [0.162, -0.017, 0.341], [-0.363, -0.091, -1.171], [0.529, -1.419, -0.553], [1.301, -0.173, -0.862], [3.361, -4.326, -1.769], [4.181, -3.541, -1.064], [3.905, -4.692, -2.931], [3.144, -5.420, -1.057], [1.636, -3.362, -1.956], [2.043, -2.146, -2.737], [0.672, -4.250, -2.630], [1.245, -2.935, -0.317], [0.301, -4.028, 0.141], [-1.036, -3.727, -0.348], [0.687, -5.452, 0.091], [0.205, -3.639, 1.985], [-0.511, -4.726, 2.547], [1.432, -3.665, 2.503], [-0.364, -2.452, 2.218], [-1.250, 0.835, -2.297], [-2.136, 0.674, -1.973], [-1.344, 1.580, -2.890], [3.047, 0.195, -1.510], [3.957, 0.452, -1.361], [3.088, -0.422, -2.241], [1.600, 1.347, 2.890], [1.713, 0.475, 2.512], [0.913, 1.751, 2.360], [2.468, -1.104, 1.413], [3.378, -1.354, 1.576], [2.147, -1.757, 0.791], [-5.793, -0.331, -2.345], [-4.660, -0.288, -1.356], [-3.692, -1.456, -1.341], [-3.938, 0.959, -1.683], [-6.546, -1.091, -2.139], [-5.371, -0.605, -3.312], [-6.342, 0.571, -2.615], [-5.097, -0.231, -0.359], [-3.735, -2.291, -2.041], [-3.744, -1.954, -0.373], [-2.631, -1.228, -1.441], [-4.665, 1.569, -1.831], [3.602, 4.993, 1.697], [3.722, 3.773, 0.795], [2.426, 3.588, -0.105], [4.902, 3.718, 0.049], [2.793, 4.774, 2.395], [3.298, 5.814, 1.048], [4.487, 5.305, 2.250], [3.773, 2.883, 1.422], [1.477, 3.711, 0.417], [2.426, 2.512, -0.279], [2.543, 4.165, -1.022], [5.122, 2.823, -0.219], [-1.782, 0.313, 2.709], [-1.812, 1.123, 1.404], [-3.012, 2.139, 1.354], [-0.657, 1.881, 1.403], [-2.006, 1.024, 3.504], [-0.765, -0.049, 2.858], [-2.409, -0.579, 2.737], [-1.923, 0.546, 0.486], [-3.955, 1.609, 1.224], [-2.816, 2.954, 0.658], [-3.103, 2.716, 2.274], [-0.594, 2.452, 0.634]], "mulliken_charge": [0.96, 0.09, 0.23, -0.32, 0.46, 0.63, -0.23, -0.20, -0.20, 0.98, -0.75, -0.57, -0.69, 0.79, -0.61, -0.60, 0.55, -0.24, -0.22, -0.14, -0.66, 0.23, 0.26, -0.58, 0.28, 0.21, -0.69, 0.29, 0.44, -0.37, 0.24, 0.47, -1.54, 0.98, -1.15, -0.69, 0.35, 0.41, 0.40, 0.13, 0.47, 0.28, 0.08, 0.30, -1.34, 0.63, -0.58, -0.59, 0.31, 0.33, 0.37, 0.14, 0.09, -0.09, 0.40, 0.31, -1.24, 1.10, -1.45, -0.43, 0.37, 0.26, 0.36, -0.28, 0.25, 0.44, 0.41, 0.19], "homo_ev": -10.11, "total_energy_ev": -75466.3843, "gap_ha": 0.370}